[1]
Here is a structure of composition C20H24N2NiO3S at a distorted geometry from OMol25. Energies are from ωB97M-V/def2-TZVPD.

Properties
Kohn-Sham gap (spin up / spin down), hartree: 0.2288 / 0.2255
Total energy, hartree: -3018.05455
Multiplicity: 3
Relative energy (zero: lowest compared OMol25 entry of this formula, charge and spin), eV: 1.359
HOMO level (spin up / spin down), eV: -7.65 / -7.85
<S²>: 2.017

```
51
Properties=species:S:1:pos:R:3:forces:R:3
Ni -0.9733 1.1954 -0.2866 2.0 -0.9 0.9
S 0.7106 -2.9761 0.8874 0.8 0.6 -0.6
O -0.1777 -1.9017 0.3846 0.1 -0.3 0.1
O 0.5281 -3.3001 2.2850 -0.6 -0.2 0.1
O 0.8636 -4.0888 -0.0360 -0.5 0.1 0.2
N -2.5804 1.0983 0.7226 -2.0 0.0 1.0
N -1.9924 0.3643 -1.6617 -0.9 -0.8 -1.3
C 6.4222 -0.8489 0.9149 0.1 0.1 0.0
C -2.4106 -0.4675 -3.8638 0.2 0.1 0.4
C -4.9593 0.8481 0.5021 0.6 0.0 -0.4
C -1.5283 -0.0826 -2.8543 -1.1 0.2 0.7
C 0.6531 1.0831 1.0338 1.4 -0.8 0.5
C 3.0799 -2.2146 -0.3237 -0.2 0.4 0.5
C 4.9839 -1.2865 0.8779 -0.5 -0.1 0.0
C -4.2475 -0.0295 -2.3825 0.2 0.3 0.7
C -3.7839 -0.4321 -3.6279 0.3 0.2 0.1
C 4.3816 -1.7184 -0.3234 0.2 0.1 0.3
C -2.7415 1.4458 2.0261 -0.7 -0.5 -1.2
C -5.1320 1.2221 1.8305 0.2 0.0 -0.3
C -0.4547 2.9800 -0.4580 -0.5 3.5 -0.9
C -3.3392 0.3623 -1.3973 1.3 -0.4 -1.6
C 2.9262 -1.7848 2.0720 -0.1 0.2 -0.6
C -3.6720 0.7748 -0.0398 0.3 0.7 1.9
C -4.0111 1.5051 2.6011 0.6 0.0 0.0
C 0.9687 0.9887 -0.9782 1.3 -1.1 0.1
C 2.3583 -2.2383 0.8749 0.2 -0.1 0.0
C 4.2313 -1.2948 2.0657 0.0 0.0 -0.2
H -6.1292 1.3072 2.2508 0.1 -0.1 0.0
H 2.5717 -2.5736 -1.2201 0.3 0.0 0.2
H -0.0065 0.9566 1.9173 -0.6 0.0 -1.0
H -0.8254 3.3387 -1.4301 0.0 0.0 0.0
H 6.8540 -0.8997 -0.0838 0.1 0.0 0.0
H -4.4858 -0.7061 -4.4079 0.1 0.0 0.1
H -5.2966 0.0215 -2.1205 0.0 -0.2 -0.4
H 4.6753 -0.9011 2.9922 -0.1 -0.3 -0.4
H 4.9413 -1.6607 -1.2672 -0.1 -0.1 0.5
H 1.1566 -0.0849 -1.0131 0.1 0.0 0.1
H 1.8744 1.5306 -0.6795 -0.4 -0.4 -0.3
H -0.9707 3.6070 0.2803 -0.1 -0.1 0.1
H 7.0106 -1.4819 1.5874 -0.1 0.0 -0.1
H 0.6052 3.2637 -0.4177 -0.3 -0.2 0.0
H -1.8373 1.6549 2.5948 -0.2 0.0 -0.2
H -1.9958 -0.7835 -4.8109 -0.1 -0.1 0.0
H 6.5335 0.1764 1.2776 -0.1 0.0 0.0
H -5.7781 0.6272 -0.1650 -0.3 0.0 0.3
H 1.1742 2.0336 1.1554 0.0 -0.4 -0.1
H -4.0768 1.7802 3.6480 -0.2 0.0 -0.1
H 0.7494 1.3326 -2.0071 -0.7 0.3 0.7
H 2.3016 -1.8132 2.9628 0.3 -0.1 -0.1
H 1.2961 0.2030 1.0750 0.1 0.3 0.1
H -0.4456 -0.1317 -2.9643 -0.4 0.1 0.0
```
Positions in Å, forces in eV/Å.

Here are the Mulliken charges for atoms 1 to 5, given in e: -0.290 1.100 -0.449 -0.724 -0.712

[2]
Here is a structure of composition C30H31N2O3Sn at a distorted geometry from OMol25. Energies are from ωB97M-V/def2-TZVPD.

Properties
Kohn-Sham gap (spin up / spin down), hartree: 0.1690 / 0.2250
Total energy, hartree: -1711.24179
Multiplicity: 1
HOMO level (spin up / spin down), eV: -2.00 / -3.53
Total charge: -1

```
67
Properties=species:S:1:pos:R:3:forces:R:3
Sn 0.3641 -0.7198 -1.2721 0.0 0.2 -0.1
O -1.1292 2.2551 -0.5103 -0.1 -0.6 1.2
O 0.3636 -1.1639 2.1679 -0.6 1.3 0.0
O -0.7028 -0.4727 -2.9415 -1.4 0.8 0.6
N -0.4243 0.2744 0.5356 -0.7 0.7 0.4
N -1.1999 1.9336 1.8189 -0.1 0.6 -1.0
C 1.9483 0.2398 -2.7725 1.9 0.9 0.1
C -1.6593 0.4757 3.7368 0.0 -0.1 0.3
C -2.9900 0.4223 3.3252 -0.3 -0.2 0.4
C 0.5657 1.6769 3.5050 0.1 0.0 0.2
C 0.0723 0.6289 -6.0246 0.4 0.3 -0.2
C 3.0447 -0.5359 -2.2761 -0.4 1.2 -0.5
C 1.6013 -3.4895 -1.5756 -0.7 0.0 1.0
C 1.8926 1.3365 3.2343 0.1 0.1 0.2
C 1.3302 3.2948 5.1527 -0.2 -0.2 -0.2
C -0.6368 -0.4461 -5.3064 -0.3 0.3 -1.0
C 1.1602 -2.8740 -0.3697 -0.2 -1.9 -0.3
C 1.5823 1.2037 -1.7376 1.5 0.2 -0.5
C -2.2729 -0.5406 5.8509 0.1 0.1 -0.2
C 2.6587 2.9510 4.8765 -0.1 0.0 -0.1
C -0.6913 -3.2594 -1.7445 0.7 -0.5 0.8
C -0.9447 1.5736 0.4924 0.3 -0.3 0.4
C -0.1402 -1.8161 -5.4087 0.4 -0.8 0.0
C -3.6042 -0.6177 5.4307 0.1 0.1 -0.2
C 0.2860 2.6596 4.4714 0.4 0.0 0.0
C -1.3002 0.0009 5.0049 -0.2 -0.1 -0.1
C -3.9629 -0.1292 4.1686 0.4 0.0 0.0
C 3.3519 -0.0769 -0.9766 0.1 0.6 0.0
C 2.4769 0.9819 -0.6298 0.2 0.0 -1.1
C 0.4736 -3.7050 -2.4083 -0.3 0.0 0.5
C -1.7042 0.4308 -3.3872 0.3 -0.7 0.3
C 2.9381 1.9847 3.9108 -0.3 -0.1 -0.1
C -0.2974 -2.7552 -0.4483 0.0 -1.6 -0.4
C -0.6092 1.0171 2.7743 -0.1 0.5 0.3
C -0.1594 -0.1036 1.8201 0.5 -1.2 -0.7
C -1.9910 -0.1151 -4.7814 0.0 -0.2 -0.2
H -0.3505 0.7814 -7.0340 0.0 0.1 0.0
H -0.6561 -2.3745 -6.2104 0.0 -0.1 0.0
H 3.9679 1.7088 3.6691 -0.3 0.1 0.2
H -3.2653 0.8255 2.3489 0.1 -0.2 0.3
H -4.3591 -1.0603 6.0848 0.2 0.2 -0.2
H -1.4297 2.8963 2.0147 0.2 -0.1 0.2
H -1.7210 -3.3440 -2.0920 0.4 0.2 0.0
H 3.4716 3.4396 5.4174 -0.2 -0.1 -0.2
H 0.9312 -1.8086 -5.6638 -0.2 -0.1 0.1
H 2.1157 0.5311 2.5281 -0.1 0.4 0.2
H 1.0920 4.0551 5.9039 0.2 -0.3 -0.3
H -0.2568 -2.3911 -4.4781 -0.1 0.3 -0.3
H 2.5285 1.6195 0.2525 -0.1 -0.4 -0.1
H -4.9960 -0.1749 3.8253 0.2 0.0 0.1
H -2.5656 0.3794 -2.7046 0.0 0.4 -0.2
H -1.9764 -0.9059 6.8371 -0.2 0.1 -0.3
H 4.1903 -0.4202 -0.3668 -0.4 -0.1 -0.1
H 2.6138 -3.8314 -1.7821 -0.2 0.4 0.0
H 1.5711 0.2595 -3.7933 -0.1 -0.3 0.5
H 0.8844 2.0294 -1.8757 0.2 -0.4 0.2
H -2.4920 0.6031 -5.4317 -0.1 0.3 0.0
H 0.0012 1.5908 -5.4956 0.0 -0.1 -0.1
H 0.4922 -4.2159 -3.3704 0.0 0.3 0.2
H -0.7544 2.9082 4.7096 0.4 -0.1 -0.1
H -0.9443 -2.5611 0.4076 0.2 0.1 -0.3
H 1.7289 -2.6999 0.5434 -0.1 0.2 -0.4
H 1.1365 0.3934 -6.1677 -0.2 0.1 0.1
H -0.2561 0.0635 5.3268 -0.4 -0.1 -0.1
H -2.6340 -1.0015 -4.7510 0.1 0.0 0.2
H -1.3318 1.4709 -3.4941 -0.1 -0.3 0.4
H 3.5733 -1.2869 -2.8634 -0.3 0.1 0.4
```
Positions in Å, forces in eV/Å.

Here are the Mulliken charges for atoms 1 to 5, given in e: 1.248 -0.706 -0.688 -0.134 0.317

[3]
Here is a structure of composition C18H17AsCl7NORhS2 from OMol25. Energies are from ωB97M-V/def2-TZVPD.

Properties
Kohn-Sham gap, hartree: 0.2756
Total energy, hartree: -7189.99221
Multiplicity: 1
Relative energy (zero: lowest compared OMol25 entry of this formula, charge and spin), eV: 0.000
HOMO level, eV: -10.89
Total charge: +1

```
48
Properties=species:S:1:pos:R:3:forces:R:3
Rh 0.2295 -0.0542 0.7434 -0.1 0.0 0.0
As -2.1932 -1.8354 -1.3241 -0.1 0.2 0.0
Cl -5.7861 3.2130 1.0545 0.0 0.0 0.0
Cl 0.2727 -5.2608 1.7277 0.0 0.0 0.0
Cl 2.5102 -0.5479 0.2940 0.0 0.0 0.0
Cl -4.0804 5.4874 -0.2326 0.0 0.0 0.0
Cl 0.2588 2.2909 -0.0454 0.0 0.0 0.0
Cl -4.4657 0.4839 1.7859 0.0 0.0 0.0
Cl -1.0361 4.9914 -0.7682 0.0 0.0 0.0
S 0.0175 -2.1705 1.5572 0.1 0.1 0.0
S -0.3190 -0.7563 -1.3888 0.1 -0.2 0.0
O -1.6799 0.3042 1.1308 0.0 0.0 0.0
N 0.7018 0.6401 2.6540 0.0 0.0 0.0
C 0.8871 0.2700 6.0833 0.0 0.0 0.0
C 2.5708 -2.3055 0.4453 0.0 0.0 0.0
C 1.0563 1.4364 5.1046 0.0 0.0 0.0
C -1.4465 2.5361 0.2544 0.0 0.0 0.0
C 1.5956 -4.3509 1.0796 0.0 0.0 0.0
C 3.7240 -2.9333 0.0193 0.0 0.0 0.0
C -4.1207 2.9589 0.7427 0.0 0.0 0.0
C -1.9913 -3.3627 -2.4665 0.1 0.0 0.0
C 1.4752 -2.9590 0.9845 0.0 0.0 0.0
C 2.7352 -5.0181 0.6702 0.0 0.0 0.0
C -3.5374 1.7416 1.0625 0.0 0.0 0.0
C -3.3609 3.9835 0.1675 0.0 0.0 0.0
C -2.9748 -2.4755 0.3051 0.0 -0.1 0.0
C 0.8541 1.0096 3.7241 0.1 0.0 0.0
C -2.1733 1.4876 0.8191 0.0 0.0 0.0
C 3.8023 -4.3101 0.1394 0.0 0.0 0.0
C -3.5001 -0.6736 -2.1162 0.0 0.0 0.0
C -2.0120 3.7641 -0.0729 0.0 0.0 0.0
H -2.9643 -3.8261 -2.6228 0.0 0.0 0.0
H -1.5675 -3.0479 -3.4176 0.0 0.0 0.0
H -4.0031 -2.7342 0.0478 0.0 0.0 0.0
H 1.6143 -0.5147 5.8840 0.0 0.0 0.0
H -4.4244 -1.2216 -2.2945 0.0 0.0 0.0
H 4.6916 -4.8313 -0.1845 0.0 0.0 0.0
H -3.6824 0.1496 -1.4257 0.0 0.0 0.0
H -3.1064 -0.2825 -3.0518 0.0 0.0 0.0
H -1.3162 -4.0639 -1.9793 0.0 0.0 0.0
H -0.1120 -0.1555 6.0126 0.0 0.0 0.0
H -2.9521 -1.6901 1.0541 0.0 0.0 0.0
H 2.0548 1.8714 5.1678 0.0 0.0 0.0
H 1.0381 0.6320 7.0978 0.0 0.0 0.0
H 4.5386 -2.3572 -0.3971 0.0 0.0 0.0
H 0.3402 2.2344 5.3066 0.0 0.0 0.0
H 2.7773 -6.0939 0.7665 0.0 0.0 0.0
H -2.4351 -3.3516 0.6506 0.0 0.0 0.0
```
Positions in Å, forces in eV/Å.

Here are the Mulliken charges for atoms 1 to 5, given in e: -0.153 0.890 -0.157 -0.206 0.008

[4]
Here is the ion C4H9O2 with charge -1 at a distorted geometry from OMol25. Energies are from ωB97M-V/def2-TZVPD.

Properties
Kohn-Sham gap, hartree: 0.2146
Total energy, hartree: -308.21908
Multiplicity: 1
Relative energy (zero: lowest compared OMol25 entry of this formula, charge and spin), eV: 3.423
SMILES: [O-]CCCCO
HOMO level, eV: -1.95
Total charge: -1

```
15
Properties=species:S:1:pos:R:3:forces:R:3
O 0.5478 -2.3060 -1.4814 0.4 2.0 -1.2
O 0.9158 0.0907 1.8574 0.9 1.3 -0.5
C -0.4559 1.1919 0.0952 0.8 0.6 1.4
C 0.6327 -1.0380 -0.6113 -0.5 -2.8 0.5
C -0.0431 1.0156 1.6138 -2.0 -4.1 0.9
C -0.5720 -0.1511 -0.6873 -0.6 1.1 0.1
H -1.0070 0.4589 2.0533 0.1 1.0 -0.6
H -1.3856 1.7995 0.1418 0.2 -0.5 -0.6
H 1.5759 -0.5427 -0.8680 -0.2 -0.1 0.6
H -1.4829 -0.6842 -0.3336 0.6 0.2 -0.5
H 0.3075 1.8091 -0.3946 0.1 0.0 -0.1
H 1.1221 -2.0204 -2.2061 -0.4 -0.7 -0.2
H -0.0797 1.8825 2.2942 0.5 1.0 -0.7
H 0.5748 -1.6622 0.2637 0.9 1.3 1.1
H -0.6503 0.1567 -1.7371 -0.6 -0.2 -0.1
```
Positions in Å, forces in eV/Å.

Here are the Mulliken charges for atoms 1 to 5, given in e: -0.551 -0.832 -0.611 -0.442 -0.620

[5]
Here is a cluster of 16 separate species, C21H68NO22PS2 in total at a distorted geometry from OMol25. Energies are from ωB97M-V/def2-TZVPD.

Properties
Kohn-Sham gap, hartree: 0.3082
Total energy, hartree: -3688.17581
Multiplicity: 1
HOMO level, eV: -9.40

```
115
Properties=species:S:1:pos:R:3:forces:R:3
S 0.5596 1.9512 -0.6152 -4.8 3.7 -4.4
S 0.2063 -4.9821 1.1530 1.2 1.4 -0.3
P 1.6701 -3.6904 1.2358 -0.2 -3.4 1.3
O -1.9834 -6.9727 1.3544 0.0 -0.4 -0.5
O 2.9294 -3.9989 0.0406 -1.5 3.5 2.8
O 0.5029 1.6428 -2.1300 1.2 -0.2 4.9
O 4.7518 -4.8303 6.7321 -0.7 -0.2 -0.1
O 0.5161 8.1278 -0.2136 -0.4 0.0 0.0
O -2.8175 5.5775 -7.8859 -0.2 0.6 0.0
O 0.8973 0.4921 7.7340 0.7 0.0 -0.1
O -2.2204 2.7276 -3.0823 0.0 -0.1 0.2
O -0.6496 -2.4872 4.4663 0.4 -0.4 -0.2
O 1.2857 -0.5654 -8.0225 -0.3 0.1 -0.1
O -1.8280 -0.1668 -8.5615 0.3 -0.4 -0.7
O -1.2747 0.6982 2.1282 7.5 -4.9 -3.6
O -0.5626 2.7764 4.8800 0.2 -0.4 -0.5
O -4.5661 -5.1416 -4.1662 0.1 0.2 -0.1
O -0.9790 -3.6407 -1.6443 3.3 10.3 2.7
O 2.4509 -3.9592 2.8090 -1.9 1.8 -1.6
O 5.4367 -3.6853 2.9925 -0.4 -0.1 -0.4
O -0.7819 2.6767 -0.2360 4.7 -2.7 -0.2
O -3.4890 -2.6050 -2.9047 0.2 -0.7 0.0
O -1.4647 5.2467 1.5545 0.0 -0.1 -0.6
O 1.2773 6.1214 -1.7985 0.1 0.1 -0.1
O -0.0624 -1.4261 1.9713 1.2 2.5 -2.1
N -0.2392 -1.1136 -1.0018 -0.5 -8.0 -0.6
C -1.9983 3.9709 -3.7220 0.1 -0.2 0.3
C 1.1281 -1.8618 1.2260 2.5 2.7 -0.7
C -3.3269 -1.4428 -3.6968 0.2 0.1 0.0
C -2.4447 -7.1445 2.6819 -0.1 -0.2 0.0
C 0.8952 0.4795 0.4902 0.5 -2.2 1.9
C -1.0240 2.6046 6.2075 -0.1 -0.3 0.1
C 1.0639 -1.0312 -0.2056 0.3 1.2 0.4
C -2.2894 -0.3386 -7.2340 -0.1 -0.2 0.2
C -0.2548 0.0151 1.5982 -5.6 2.8 2.7
C 0.2482 -0.3423 8.6757 0.2 -0.1 0.1
C 1.9997 3.1868 -0.3916 0.9 -0.2 -0.1
C -0.5741 -2.4147 -1.2847 -1.4 -2.8 -1.3
C -0.6644 -1.4845 5.4657 0.2 0.0 -0.2
C 5.6213 -5.2107 7.7826 -0.1 -0.2 0.1
C 1.8882 -1.8055 -8.3439 -0.2 0.2 -0.1
C 1.6130 5.6427 -3.0879 0.0 0.2 0.1
C -1.9260 5.0749 2.8820 0.1 -0.3 0.0
C 0.8879 9.1810 0.6564 -0.2 0.0 0.1
C 6.3063 -4.0657 4.0430 -0.1 0.0 0.2
C -3.3024 4.2476 -7.8626 -0.2 0.1 0.0
C -3.6146 -6.1786 -4.3199 -0.1 0.3 0.1
H -2.1392 -7.8110 0.8870 0.1 0.6 0.2
H 1.8421 0.2632 7.7529 -0.5 0.2 -0.1
H 3.4749 -3.1392 -0.0107 -0.6 -1.9 0.0
H -2.6152 -0.7684 -3.2145 -0.1 0.2 -0.2
H -1.9838 -1.0051 -9.0289 0.0 0.5 0.2
H -3.5881 6.1643 -7.8000 0.5 -0.3 -0.1
H 5.9189 -6.2539 7.6509 0.2 0.0 0.2
H 1.6681 4.5520 -3.0587 -0.1 0.1 0.0
H -0.3650 7.8250 0.0645 0.5 -0.1 -0.2
H 1.2358 7.0911 -1.8555 -0.1 -0.5 0.5
H -0.7184 1.9381 4.4126 0.0 0.5 0.1
H 3.9737 -5.4114 6.7806 0.4 0.4 -0.1
H 6.6038 -5.1089 3.9113 0.2 0.0 0.2
H -0.8194 -0.1100 8.6797 0.2 0.0 -0.1
H -3.3565 -0.5732 -7.2456 0.0 0.0 0.2
H -4.2927 -0.9413 -3.7935 0.2 -0.1 0.1
H 2.0007 -1.8870 -9.4279 0.1 -0.3 0.0
H 0.3901 -1.3889 8.3954 -0.2 -0.1 0.2
H 0.4144 -0.5507 -8.4538 0.2 0.3 0.3
H -2.9640 -1.7243 -4.6884 0.0 0.2 -0.1
H -2.9814 -5.9681 -5.1851 0.2 -0.3 0.0
H 1.8773 9.5456 0.3704 -0.2 -0.1 0.0
H 0.9214 8.8112 1.6842 0.1 0.2 0.1
H 0.3544 -1.3039 5.8170 -0.1 0.2 0.2
H -2.1284 0.5887 -6.6793 0.0 -0.1 -0.2
H -0.8630 3.5319 6.7622 0.0 -0.1 -0.2
H -0.0956 -2.1572 3.7386 -0.7 -0.1 0.3
H 6.5093 -4.5748 7.7566 -0.2 -0.1 -0.1
H 2.6774 3.0988 -1.3654 -1.6 -0.1 2.2
H -1.6205 4.4084 1.0871 0.3 0.4 0.1
H -1.2806 -1.8248 6.3011 0.1 0.0 -0.2
H -2.0911 2.3700 6.1959 -0.1 0.1 0.2
H 5.1130 -5.0839 8.7415 0.2 -0.1 0.1
H -3.9898 4.0948 -8.6983 0.0 -0.3 0.0
H 1.2661 -2.6220 -7.9691 0.2 -0.3 -0.1
H 1.5726 4.2815 -0.3394 0.5 -2.3 0.0
H -1.7326 -1.1482 -6.7557 -0.1 0.1 0.2
H -1.8879 -7.9541 3.1602 -0.1 0.0 0.2
H -3.8159 4.0625 -6.9160 -0.1 -0.3 0.0
H 1.8385 0.7812 1.1483 -1.9 -0.7 -1.5
H -2.4586 3.5601 -7.9574 -0.1 0.2 0.0
H -2.6164 -3.0284 -2.8366 -0.5 0.2 0.2
H -1.0878 -0.5649 5.0542 0.0 0.2 0.2
H -2.3364 4.7817 -3.0722 0.1 0.2 -0.2
H 2.5837 6.0466 -3.3862 0.0 -0.1 -0.3
H 0.1641 9.9954 0.5743 0.1 0.2 0.2
H 7.1943 -3.4298 4.0170 -0.1 -0.1 -0.1
H -4.0701 -4.3167 -4.0282 -0.5 -0.1 0.2
H 2.0010 -1.1888 -0.9175 -1.9 0.5 1.7
H -0.4672 1.7950 6.6858 -0.2 0.2 0.2
H -2.2838 -6.2172 3.2367 0.0 -0.1 -0.2
H 5.7980 -3.9390 5.0020 0.3 -0.1 0.0
H 2.0643 -1.3301 1.7408 -1.7 -1.2 -0.9
H -3.5119 -7.3791 2.6703 0.0 0.0 0.3
H -1.7651 6.0022 3.4368 0.0 -0.1 -0.1
H -2.5640 3.9957 -4.6563 0.1 -0.1 0.1
H -1.7062 2.7350 -2.2571 -0.2 -0.2 -0.3
H -4.1408 -7.1230 -4.4773 0.0 0.2 0.0
H -0.9335 4.0844 -3.9402 0.0 0.2 -0.1
H 1.7526 -3.8015 3.5385 1.3 -0.5 -1.7
H 2.5908 2.8487 0.5603 -1.1 0.9 -1.8
H -1.3692 4.2653 3.3603 -0.2 0.2 0.2
H -2.9932 4.8403 2.8704 -0.1 0.0 0.3
H 2.8728 -1.8548 -7.8729 -0.2 0.1 0.0
H -3.0037 -6.2505 -3.4166 0.2 -0.2 -0.1
H 0.8445 5.9476 -3.8023 0.1 -0.2 -0.2
H 4.6587 -4.2665 3.0410 0.3 0.5 -0.1
H 0.6620 -0.1611 9.6707 -0.2 -0.2 0.1
```
Positions in Å, forces in eV/Å.

Here are the Mulliken charges for atoms 1 to 5, given in e: 1.685 -0.221 0.572 -0.448 -0.513

[6]
Here is a cluster of 3 separate species, C4H11O4 in total at a distorted geometry from OMol25. Energies are from ωB97M-V/def2-TZVPD.

Properties
Kohn-Sham gap (spin up / spin down), hartree: 0.3801 / 0.2246
Total energy, hartree: -459.80030
Multiplicity: 2
Relative energy (zero: lowest compared OMol25 entry of this formula, charge and spin), eV: 1.260
HOMO level (spin up / spin down), eV: -9.98 / -9.97
<S²>: 0.755

```
19
Properties=species:S:1:pos:R:3:forces:R:3
O -1.3741 -3.7007 0.3947 0.8 0.6 0.4
O 0.8564 1.3165 -0.3592 0.7 0.2 -0.4
O 0.1188 3.7696 0.2661 -0.2 -5.6 -0.2
O 1.2441 0.2581 1.8608 -0.1 2.8 -2.3
C -0.7102 -1.4106 0.2639 1.1 1.6 1.6
C -0.1052 0.7618 -1.0716 -1.4 -1.1 -1.4
C -0.4809 -2.8819 0.3137 0.0 -1.4 -1.7
C -0.1812 -0.7956 -1.0548 0.9 0.2 0.3
H 0.0765 2.8973 -0.4069 0.4 4.2 2.3
H -1.0588 1.3273 -0.8937 -0.1 -0.5 0.4
H 0.2328 3.1182 1.0700 -0.3 2.4 -1.7
H 1.3078 1.1063 2.3672 0.0 -1.2 -0.2
H -0.0568 -0.9193 1.0888 -1.2 -1.0 -1.0
H -0.7137 -1.1812 -1.9252 -0.1 0.2 0.0
H 0.8922 -1.1303 -1.1322 -0.9 0.3 -0.2
H 0.5789 -3.2606 0.0229 -1.0 0.6 0.8
H 1.1560 0.7056 0.7951 0.7 -1.7 3.5
H -0.0258 1.2043 -2.1200 0.4 -0.5 0.4
H -1.7568 -1.1848 0.5204 0.3 -0.1 -0.4
```
Positions in Å, forces in eV/Å.

Here are the Mulliken charges for atoms 1 to 5, given in e: -0.471 -0.487 -0.652 -0.768 -0.109